{
  "formula": "C40H52BCrN11S3",
  "method": "ωB97M-V/def2-TZVPD",
  "symbols": ["Cr", "C", "C", "C", "C", "N", "N", "B", "N", "N", "C", "C", "C", "C", "C", "S", "C", "C", "C", "C", "N", "N", "C", "C", "C", "C", "C", "S", "C", "C", "C", "C", "C", "S", "C", "C", "C", "C", "H", "H", "H", "H", "H", "H", "H", "H", "H", "H", "H", "H", "H", "H", "H", "H", "H", "H", "H", "H", "H", "H", "H", "H", "H", "H", "H", "H", "H", "H", "H", "H", "H", "H", "H", "H", "H", "H", "H", "N", "N", "H", "H", "H", "H", "N", "C", "C", "C", "C", "C", "C", "C", "H", "H", "H", "H", "H", "N", "C", "C", "C", "C", "C", "N", "C", "H", "H", "H", "H"],
  "coordinates": [[-2.93883, 1.25922, -0.02303], [-2.61176, -4.17565, -0.85550], [-1.33046, -3.63085, -0.34400], [-0.19322, -4.38374, -0.21358], [0.99507, -3.80324, 0.30371], [0.98501, -2.57203, 0.74578], [-0.11275, -1.82345, 0.62897], [-0.01091, -0.41467, 1.16497], [-1.01398, 0.01602, 2.18055], [0.21268, -0.26261, 2.64589], [0.53684, -0.25554, 3.91178], [-0.54543, -0.03197, 4.80844], [-1.82527, 0.20939, 4.37414], [-2.95584, 0.40853, 5.29981], [-2.06821, 0.30014, 2.94969], [-3.52402, 0.82068, 2.29391], [1.95113, -0.45801, 4.34539], [2.86138, -0.58113, 3.12466], [2.02431, -1.73333, 5.19899], [2.37270, 0.75498, 5.19156], [0.63447, 0.56300, 0.21133], [1.52676, 0.01344, -0.61467], [2.35467, 0.75997, -1.29238], [2.43028, 2.15187, -1.02945], [1.45592, 2.74893, -0.27433], [1.43671, 4.20356, 0.01757], [0.43274, 1.90161, 0.24694], [-0.99851, 2.54645, 0.89947], [3.24325, 0.10287, -2.31411], [4.68462, 0.12227, -1.78618], [2.80710, -1.34269, -2.54966], [3.16504, 0.88549, -3.63231], [-1.24853, -2.25861, 0.04596], [-2.59449, -1.24327, -0.18233], [2.28440, -4.58696, 0.36527], [2.63828, -5.04907, -1.05801], [2.08913, -5.81347, 1.27004], [3.41688, -3.72963, 0.93040], [-2.51616, -5.22502, -1.10736], [-2.93970, -3.62401, -1.73505], [-3.38541, -4.05859, -0.09793], [-0.20240, -5.42523, -0.49279], [-0.35644, -0.06597, 5.86997], [-2.65626, 0.26789, 6.33371], [-3.76613, -0.28246, 5.06271], [-3.36332, 1.41352, 5.17718], [2.53217, -1.37721, 2.46273], [3.87372, -0.79806, 3.44821], [2.88040, 0.35198, 2.56475], [1.75153, -2.60752, 4.61285], [1.37299, -1.67356, 6.06623], [3.04205, -1.86297, 5.55630], [2.29776, 1.67656, 4.61787], [3.40812, 0.62669, 5.49534], [1.77301, 0.85438, 6.09134], [3.24457, 2.73448, -1.42956], [2.25916, 4.71181, -0.47536], [1.52170, 4.36035, 1.09360], [0.49757, 4.65664, -0.29778], [4.75670, -0.42034, -0.84739], [5.04418, 1.13644, -1.63622], [5.33255, -0.35868, -2.51265], [2.83769, -1.89473, -1.61516], [3.47906, -1.81062, -3.26376], [1.79379, -1.38333, -2.94626], [3.55485, 1.89296, -3.53050], [2.14110, 0.94212, -3.99813], [3.76301, 0.37898, -4.38429], [1.88806, -5.71917, -1.46755], [3.57861, -5.59153, -1.03131], [2.75529, -4.20372, -1.73213], [1.39269, -6.53078, 0.84553], [1.73266, -5.51581, 2.25369], [3.04627, -6.31148, 1.39355], [3.48051, -2.77392, 0.41741], [4.36207, -4.24996, 0.81386], [3.25762, -3.54831, 1.98878], [-5.92525, 1.34427, -0.11259], [-4.90917, 0.61145, -0.80184], [-6.07045, 0.94822, 0.81360], [-6.82096, 1.32011, -0.60310], [-4.96897, 0.86825, -1.79209], [-5.06220, -0.40962, -0.76756], [-2.18073, 1.31358, -1.78444], [-1.70380, 1.26197, -2.84358], [-1.15577, 1.23079, -4.11909], [-1.09230, 2.41719, -4.87588], [-0.57706, 2.37968, -6.15429], [-0.12285, 1.18066, -6.69467], [-0.17713, 0.00766, -5.94757], [-0.69025, 0.02028, -4.66773], [-1.45550, 3.34349, -4.45437], [-0.53863, 3.28833, -6.73673], [0.26340, 1.15890, -7.70276], [0.17249, -0.91982, -6.37319], [-0.75155, -0.88611, -4.08336], [-2.96226, 6.60572, -3.28208], [-3.33817, 6.08459, -2.33731], [-3.74434, 5.35571, -1.18750], [-4.46790, 5.91916, -0.13731], [-4.78810, 5.09475, 0.92886], [-4.38146, 3.76912, 0.91812], [-3.67569, 3.23195, -0.07977], [-3.37473, 4.01475, -1.11143], [-4.75779, 6.95794, -0.15806], [-5.34334, 5.47614, 1.76990], [-4.62814, 3.12093, 1.74838], [-2.80422, 3.57961, -1.92066]],
  "homo_lumo_gap_ha": [0.2307, 0.2506],
  "multiplicity": 2,
  "mol_weight_g_mol": 845.94,
  "e_above_lowest_ev": 1.205,
  "homo_energy_ha": [-0.58901, -0.58874],
  "charge": 3
}